# 1
112
Properties=species:S:1:pos:R:3:forces:R:3 method="wB97M-V/def2-TZVPD" multiplicity=2 e_homo_ev="0.311 / -4.879" orbital_gap_ha="0.0506 / 0.2412" total_charge=-1 e_lumo_ev="1.69 / 1.68"
C 0.904 -2.873 -2.923 -0.776 -1.766 0.545
C 1.978 -3.066 -3.950 2.045 0.448 -0.395
N 3.079 -4.026 -3.605 -1.886 -0.695 1.407
C 4.027 -4.227 -4.638 1.322 -0.243 0.139
C 4.708 -2.994 -5.096 -0.164 1.285 -1.218
C 2.536 -5.389 -3.210 1.748 1.594 0.802
C 3.714 -6.281 -2.644 -1.779 0.099 -0.683
H 0.339 -1.941 -2.902 0.310 0.027 -0.464
H 1.174 -3.122 -1.897 0.462 0.267 0.008
H 0.253 -3.699 -3.209 -0.927 0.264 0.565
H 1.500 -3.377 -4.880 -0.115 -0.097 -0.453
H 2.462 -2.112 -4.156 0.179 0.032 -0.119
H 4.890 -4.772 -4.255 -0.549 -0.723 0.209
H 3.588 -4.774 -5.472 0.003 -0.297 -0.502
H 4.914 -2.320 -4.265 -0.185 0.106 -0.044
H 5.657 -3.188 -5.596 0.033 -0.259 0.032
H 4.069 -2.545 -5.856 0.133 0.769 0.116
H 2.031 -5.831 -4.069 -0.028 -0.370 -0.181
H 1.806 -5.169 -2.431 0.042 -0.523 0.029
H 4.104 -5.888 -1.705 0.003 0.106 -0.198
H 4.495 -6.434 -3.389 -0.008 0.078 0.228
H 3.270 -7.260 -2.460 0.110 -0.098 0.244
C 4.724 2.466 -3.968 -1.253 0.997 -0.763
C 3.371 3.184 -3.854 1.893 1.164 0.792
O 2.329 2.273 -3.680 -1.599 -0.697 0.683
C 1.046 2.689 -3.684 0.041 -0.269 -1.823
O 0.615 3.639 -4.292 0.425 -0.764 1.254
C 0.071 1.628 -3.012 0.774 0.342 0.320
F -0.717 2.302 -2.186 -0.147 0.090 0.453
F -0.740 1.033 -3.896 0.674 -0.032 -0.049
F 0.751 0.691 -2.308 -0.619 0.579 -0.664
H 4.712 2.097 -4.994 0.623 -0.945 0.353
H 4.876 1.790 -3.127 0.066 -0.293 -0.510
H 5.452 3.276 -3.940 0.236 -0.136 0.097
H 3.263 3.889 -4.679 -0.486 -0.278 -0.179
H 3.489 3.781 -2.950 -0.639 0.212 0.176
C -5.546 2.624 0.696 -0.466 -0.721 -1.419
C -5.147 3.473 -0.533 0.646 0.793 1.537
O -6.246 4.370 -0.766 -0.900 0.940 -0.066
C -6.027 5.603 -1.230 2.127 0.275 -1.616
O -4.973 5.994 -1.733 -2.525 -0.556 1.391
C -7.375 6.472 -1.199 4.886 0.266 2.697
F -7.982 6.124 -0.066 -1.537 -0.135 -0.531
F -7.068 7.786 -1.054 -0.164 -0.428 -0.270
F -7.961 6.316 -2.313 -2.433 -0.493 -1.651
H -4.733 2.005 1.075 0.055 0.064 -0.251
H -6.299 1.986 0.233 -0.132 -0.559 0.548
H -6.038 3.080 1.556 0.338 0.714 -0.425
H -4.965 2.881 -1.430 -0.050 -0.052 0.165
H -4.281 4.102 -0.326 0.172 -0.128 -0.203
C -6.319 3.123 4.569 0.940 1.429 -0.340
C -5.329 4.359 4.411 -1.214 -1.561 0.095
O -4.297 3.839 3.510 0.153 -0.886 0.457
C -3.158 4.491 3.329 -2.289 2.977 0.325
O -3.042 5.645 3.699 1.061 -1.446 -0.436
C -2.149 3.740 2.453 0.919 -0.673 1.088
F -1.948 4.305 1.253 -0.164 -0.304 0.773
F -0.987 3.766 3.178 -0.587 -0.056 -1.048
F -2.506 2.456 2.298 0.261 0.784 -0.200
H -7.173 3.346 5.208 0.131 0.252 0.041
H -5.747 2.317 5.029 -0.141 -0.116 -0.247
H -6.702 2.857 3.584 0.102 -0.258 0.154
H -4.983 4.611 5.414 0.689 0.068 -0.318
H -5.805 5.242 3.984 0.141 -0.118 -0.197
C 3.163 6.323 -1.200 -1.058 -1.188 0.978
C 2.640 6.006 0.273 0.537 0.504 -1.937
O 3.052 4.704 0.706 0.022 -2.194 0.393
C 2.408 3.545 0.302 1.328 2.262 1.066
O 1.595 3.513 -0.541 -1.526 -0.305 -1.312
C 2.929 2.263 1.018 0.366 0.012 -1.006
F 4.203 2.515 1.349 -0.501 -0.608 0.880
F 2.141 1.891 2.059 1.196 0.432 -0.981
F 2.970 1.255 0.099 -0.420 0.754 1.057
H 4.244 6.188 -1.207 -0.083 0.077 -0.204
H 2.861 7.272 -1.644 0.148 0.323 0.696
H 2.660 5.609 -1.853 0.366 -0.279 -0.095
H 1.554 6.059 0.337 0.095 0.295 0.088
H 3.184 6.682 0.934 -0.542 -0.107 0.296
C -2.448 -8.830 3.322 0.145 -1.123 1.024
C -0.949 -8.533 3.382 0.508 1.184 -1.837
O -0.539 -7.205 2.967 0.008 -1.734 3.524
C -0.586 -6.792 1.690 0.505 4.607 -0.196
O -0.830 -7.483 0.713 -0.472 -2.149 -2.491
C -0.220 -5.276 1.604 -0.973 -5.045 0.130
F -0.341 -4.726 2.803 0.543 1.403 0.562
F 1.080 -5.034 1.110 0.124 0.726 0.209
F -1.010 -4.631 0.727 -0.174 0.912 -0.558
H -3.154 -8.023 3.513 0.282 0.152 -0.424
H -2.605 -9.549 4.126 -0.177 -0.010 0.589
H -2.691 -9.487 2.487 -0.156 0.872 -0.602
H -0.503 -9.268 2.712 0.306 -0.030 -0.200
H -0.466 -8.692 4.346 -0.425 0.336 0.201
C -1.520 0.093 0.625 1.442 -0.659 -0.814
C -0.603 -0.795 1.470 1.261 0.690 1.831
O -0.665 -0.765 2.688 -0.518 -0.015 -0.500
C 0.550 -1.613 0.841 -2.346 0.679 -0.269
H -2.592 0.017 0.802 0.256 -0.185 0.092
H -1.212 -0.154 -0.392 -0.771 0.025 -0.402
H -1.171 1.120 0.738 -0.141 0.030 0.338
H -0.058 -2.213 0.163 0.532 -0.826 -0.199
H 1.018 -2.199 1.632 0.103 0.127 -0.452
H 1.180 -1.004 0.193 0.256 0.048 0.277
C 3.328 -1.313 3.230 0.429 0.026 -0.507
C 3.137 -1.235 4.693 0.968 -1.034 1.502
O 4.049 -1.091 5.477 0.939 0.375 -0.084
C 1.784 -1.383 5.268 -1.036 0.765 -0.258
H 2.601 -0.575 2.892 0.099 -0.319 -1.016
H 3.221 -2.317 2.818 -1.092 -0.064 0.163
H 4.354 -1.141 2.905 0.011 0.855 0.398
H 1.325 -2.328 4.976 -0.112 0.026 0.135
H 1.178 -0.577 4.853 -0.422 -0.137 -0.293
H 1.799 -1.184 6.339 0.190 -0.532 -0.054

# 2
112
Properties=species:S:1:pos:R:3:forces:R:3 method="wB97M-V/def2-TZVPD" multiplicity=2 e_homo_ev="-0.823 / -5.807" orbital_gap_ha="0.1152 / 0.2984" total_charge=-1 e_lumo_ev="2.31 / 2.31"
C -3.284 24.420 2.482 -0.142 1.176 -0.024
C -4.320 25.041 1.543 -1.160 -0.937 -0.588
O -5.447 24.154 1.391 1.420 -0.127 -0.639
C -6.650 24.529 1.937 -0.914 -3.526 -1.784
O -6.875 25.578 2.513 -0.586 3.845 1.870
C -7.788 23.642 1.542 3.057 1.443 1.650
F -7.427 22.512 0.906 -0.785 0.183 -0.653
F -8.321 23.226 2.748 -1.606 -0.551 0.034
F -8.837 24.323 0.913 -0.329 -0.915 -0.188
H -2.800 23.512 2.122 -0.266 0.162 -0.261
H -3.691 24.270 3.482 -0.360 -0.173 -0.108
H -2.531 25.196 2.618 0.469 -0.096 -0.061
H -3.985 25.189 0.517 0.627 -0.344 0.104
H -4.691 26.030 1.814 0.107 -0.050 0.738
C -2.330 28.513 3.943 0.448 -0.469 -0.342
C -1.318 28.820 2.850 0.215 0.647 0.217
O -1.693 28.174 1.639 -1.377 -0.666 -1.358
C -1.178 28.445 0.442 1.639 -0.218 1.274
O -0.230 29.178 0.267 -1.106 -0.412 -0.470
C -1.779 27.504 -0.691 0.295 1.615 1.513
F -0.962 26.472 -0.894 -0.190 0.024 -0.227
F -2.988 27.076 -0.357 0.112 -0.121 -0.367
F -1.858 28.261 -1.786 -0.053 -0.434 -0.434
H -2.691 27.487 3.875 0.144 -0.098 0.085
H -3.216 29.147 3.910 0.199 0.154 0.029
H -1.764 28.633 4.867 -0.470 0.053 0.287
H -0.310 28.488 3.098 -0.034 -0.099 0.098
H -1.284 29.902 2.719 0.175 0.040 -0.358
C -10.531 26.909 2.356 -0.803 -1.144 -0.433
O -10.286 27.767 3.475 1.061 -0.112 -1.045
C -10.875 27.594 4.619 -3.391 -2.976 -0.193
O -11.873 26.839 4.828 3.152 2.698 -0.073
O -10.207 28.342 5.479 0.445 -0.132 -0.112
C -10.794 28.729 6.672 -0.996 1.170 0.876
H -10.830 25.898 2.632 -0.151 0.140 0.665
H -9.645 26.734 1.745 0.140 0.836 0.419
H -11.351 27.320 1.767 0.200 0.202 -0.072
H -9.985 29.099 7.302 -0.109 -0.567 0.282
H -11.489 28.019 7.118 0.600 -0.470 0.069
H -11.416 29.607 6.500 -0.114 0.232 -0.232
C -9.758 18.286 -2.208 1.489 -0.115 -0.220
O -9.813 18.637 -0.827 -1.301 -0.018 0.126
C -8.719 18.741 -0.094 2.499 0.026 0.615
O -7.554 18.466 -0.437 -2.834 0.625 0.731
O -9.103 19.211 1.127 -0.335 -0.602 -1.422
C -8.123 19.444 2.124 1.421 -0.016 -0.017
H -9.276 19.112 -2.731 0.030 -0.141 -0.188
H -10.721 18.083 -2.678 -0.286 0.312 0.864
H -9.159 17.381 -2.316 0.156 0.076 -0.102
H -8.602 19.723 3.062 -0.221 -0.018 -0.385
H -7.420 20.220 1.818 -0.353 0.288 0.041
H -7.486 18.573 2.279 -0.264 -0.322 0.046
C 1.762 21.333 7.131 1.254 -0.084 0.450
O 0.732 21.935 6.388 0.706 1.089 1.193
C 0.238 21.293 5.370 -0.121 -2.162 -0.503
O 0.700 20.282 4.860 -0.553 1.310 0.233
O -0.910 21.884 5.087 0.738 -0.109 0.774
C -1.522 21.433 3.932 -0.192 -0.240 -2.377
H 1.372 20.983 8.087 -0.141 -0.291 -0.195
H 2.530 22.067 7.378 -0.282 0.411 -0.123
H 2.307 20.566 6.581 -0.524 -0.234 -0.020
H -1.863 20.398 3.922 -0.792 0.184 0.933
H -0.790 21.329 3.130 0.208 0.714 -0.210
H -2.233 22.225 3.694 -0.304 -0.710 -0.194
C -7.332 26.237 -1.960 1.222 1.358 0.484
O -8.246 27.072 -1.219 -1.567 -0.547 -0.352
C -7.893 27.897 -0.235 -1.396 -0.114 0.092
O -8.738 28.487 0.427 1.445 -0.514 -0.956
O -6.582 27.974 -0.132 0.948 0.807 0.625
C -6.129 28.979 0.804 -0.284 -0.326 0.523
H -6.634 26.945 -2.407 0.462 -0.267 -0.041
H -7.792 25.712 -2.797 -0.603 0.017 0.719
H -6.811 25.608 -1.238 -0.026 -0.311 -0.336
H -5.063 28.849 0.994 -0.058 -0.096 -0.532
H -6.624 28.837 1.765 -0.160 -0.052 -0.116
H -6.380 29.970 0.425 0.169 -0.042 -0.048
C -6.042 23.276 5.467 0.214 0.677 0.289
C -5.630 22.075 4.762 -0.536 -2.441 -1.390
N -5.382 21.115 4.139 -0.259 2.071 1.471
H -5.168 23.632 6.012 -0.031 0.426 -0.267
H -6.841 23.256 6.208 -0.057 -1.122 -0.024
H -6.423 24.013 4.761 0.561 0.027 -0.375
C -1.865 24.778 5.835 0.305 -0.210 -0.233
C -1.732 25.833 6.813 -0.013 -0.042 -0.421
N -1.715 26.689 7.569 0.181 0.583 0.611
H -0.950 24.197 5.718 -0.079 -0.025 0.375
H -2.056 25.198 4.848 -0.421 -0.003 0.164
H -2.678 24.147 6.194 0.019 -0.158 -0.458
C 0.461 23.225 -0.564 -0.158 -0.586 -1.138
C 0.164 23.792 0.722 -0.287 0.825 1.342
N -0.079 24.301 1.731 0.379 -0.541 -0.833
H -0.238 23.594 -1.315 -0.060 0.256 0.122
H 0.306 22.146 -0.587 0.102 -0.020 0.322
H 1.469 23.446 -0.913 0.004 0.073 0.266
C -7.259 27.185 5.505 -0.315 -0.156 -1.086
C -5.969 26.562 5.260 0.072 0.154 0.699
N -4.967 26.046 5.059 0.478 0.188 0.099
H -8.019 26.406 5.556 0.007 0.006 0.153
H -7.450 27.698 4.563 -0.380 0.271 0.067
H -7.351 27.877 6.343 0.427 -0.220 -0.038
C -11.235 24.737 -1.208 0.530 0.420 -1.371
C -10.342 24.442 -2.368 1.843 -1.410 -1.490
N -9.635 24.153 -3.265 -2.202 0.971 2.494
H -10.662 25.006 -0.321 0.040 -0.159 -0.155
H -11.927 23.914 -1.026 0.176 0.055 -0.020
H -11.769 25.608 -1.588 -0.396 0.095 0.529
C -4.717 19.895 0.671 1.361 0.578 -0.625
C -3.755 21.025 0.258 -0.264 -0.763 -0.018
N -2.950 21.775 -0.113 -1.042 -0.930 0.568
H -4.368 18.967 0.218 0.282 0.127 -0.325
H -5.730 20.009 0.284 0.140 0.470 0.337
H -4.648 19.685 1.738 -0.338 0.642 0.061

| no. | E_tot (a.u.) |
| --- | --- |
| 1 | -3706.05421 |
| 2 | -3382.04530 |